Entry 1:
Here is 2 unconnected molecules or ions with the total composition C7H16NO2P in a non-equilibrium geometry from the Open Molecules 2025 dataset. Energies are from wB97M-V/def2-TZVPD.

Element x y z (Å)
1 C -2.63 0.77 0.29
2 C -2.46 -0.72 0.11
3 C -1.74 1.74 -0.44
4 C -1.11 -1.11 0.43
5 C -0.22 1.38 -0.19
6 C -0.18 -0.12 -0.35
7 C 1.78 -0.94 0.44
8 N 1.86 -2.27 -0.02
9 O 2.62 1.59 0.96
10 O 4.23 -0.16 -0.29
11 P 2.73 0.54 -0.03
12 H -3.61 1.06 0.03
13 H -2.61 0.97 1.46
14 H -3.24 -1.18 0.74
15 H -2.69 -1.03 -0.86
16 H -1.85 1.50 -1.45
17 H -1.99 2.73 -0.24
18 H -0.77 -0.84 1.50
19 H -0.80 -2.13 0.37
20 H 0.47 1.73 -0.81
21 H 0.04 1.55 0.85
22 H 0.03 -0.55 -1.25
23 H 1.63 -1.03 1.50
24 H 0.95 -2.58 -0.19
25 H 2.33 -2.32 -0.90
26 H 2.29 0.83 -1.41
27 H 4.94 0.57 -0.23

Properties
ΔE to the lowest compared entry with this formula, charge and spin, kJ/mol: 273.4
E_HOMO, Eh: -0.2919
LUMO level, eV: 0.79


Entry 2:
Here is a molecular structure, C7H16NO4P in a non-equilibrium geometry from the Open Molecules 2025 dataset. Energies are from wB97M-V/def2-TZVPD.

Element x y z (Å)
1 C -3.58 -0.63 0.52
2 C 1.84 -2.99 -0.12
3 C 2.02 2.15 -0.39
4 C 0.42 1.38 -2.25
5 C -2.12 -0.53 1.23
6 C 1.63 -1.60 0.51
7 C 0.70 1.61 -0.81
8 N -0.69 2.91 -0.32
9 O -0.25 3.61 0.49
10 O 0.82 0.81 1.78
11 O -1.49 0.51 0.52
12 O 0.51 -1.03 -0.07
13 P 0.17 0.45 0.51
14 H -3.36 -0.96 -0.57
15 H -4.10 -1.40 1.01
16 H -4.15 0.31 0.34
17 H 1.47 -2.92 -1.21
18 H 2.89 -3.05 -0.26
19 H 1.32 -3.68 0.52
20 H 2.48 2.55 -1.19
21 H 2.58 1.25 -0.15
22 H 1.95 2.70 0.51
23 H 1.17 1.81 -2.98
24 H 0.50 0.24 -2.35
25 H -0.55 1.65 -2.67
26 H -1.49 -1.44 1.18
27 H -2.35 -0.38 2.29
28 H 2.44 -0.95 0.27
29 H 1.32 -1.86 1.52

Properties
ΔE to the lowest compared entry with this formula, charge and spin, kJ/mol: 393.0
E_HOMO, Eh: -0.2965
LUMO level, eV: 0.23


Entry 3:
Here is a gas-phase ion, C7H16NP2 (charge +1) in a non-equilibrium geometry from the Open Molecules 2025 dataset. Energies are from wB97M-V/def2-TZVPD.

Element x y z (Å)
1 C -2.37 2.86 0.51
2 P -0.77 2.54 0.85
3 C -0.57 1.04 -0.26
4 C -1.37 -0.10 0.11
5 N -0.43 -1.15 0.64
6 C -1.08 -2.17 1.54
7 C 0.74 -0.48 1.02
8 C 0.93 0.52 -0.12
9 P 1.24 -0.38 -1.74
10 C 3.10 -0.32 -2.11
11 H -2.87 3.60 1.01
12 H -2.90 2.32 -0.32
13 H -0.68 1.27 -1.24
14 H -2.11 0.19 0.95
15 H -1.85 -0.76 -0.65
16 H 0.00 -1.57 -0.28
17 H -1.79 -2.87 1.17
18 H -0.38 -2.81 2.00
19 H -1.52 -1.67 2.34
20 H 1.54 -1.07 1.39
21 H 0.41 0.22 1.93
22 H 1.64 1.29 0.31
23 H 0.69 0.61 -2.64
24 H 3.45 -0.95 -1.22
25 H 3.58 0.71 -2.20
26 H 3.35 -0.87 -2.99

Properties
E_HOMO, Eh: -0.4761
Charge: +1
LUMO level, eV: -3.37
Structure (SMILES): C=P[C@@H]1C[N@H+](C)C[C@H]1PC


Entry 4:
Here is a gas-phase ion, C7H16NSi (charge +1) in a non-equilibrium geometry from the Open Molecules 2025 dataset. Energies are from wB97M-V/def2-TZVPD.

Element x y z (Å)
1 C -1.21 0.31 3.50
2 N -0.90 -0.50 2.24
3 C -2.19 -0.70 1.52
4 C 0.02 0.00 1.27
5 C 0.61 0.08 0.20
6 Si 1.19 0.16 -1.62
7 C 0.69 2.07 -1.99
8 C 3.01 -0.44 -1.86
9 C -0.14 -1.09 -2.23
10 H -1.74 1.26 3.20
11 H -1.70 -0.25 4.26
12 H -0.39 0.71 3.97
13 H -0.50 -1.45 2.58
14 H -2.57 0.23 1.02
15 H -1.97 -1.29 0.62
16 H -3.01 -1.09 2.16
17 H 1.47 2.48 -2.60
18 H -0.28 2.25 -2.50
19 H 0.47 2.75 -1.25
20 H 3.52 0.03 -2.71
21 H 3.49 -0.23 -0.94
22 H 3.27 -1.50 -1.91
23 H -0.94 -0.48 -2.50
24 H 0.20 -1.59 -3.04
25 H -0.40 -1.74 -1.38

Properties
ΔE to the lowest compared entry with this formula, charge and spin, kJ/mol: 300.8
E_HOMO, Eh: -0.4994
Charge: +1
LUMO level, eV: -3.35
Structure (SMILES): C[NH+](C)C#C[Si](C)(C)C